55
Properties=species:S:1:pos:R:3 method="wB97M-V/def2-TZVPD" lumo_ev=0.09 e_tot_ev=-36919.2812 homo_energy_ev=-9.42 gap_ev=9.51
O -1.337 3.330 -1.309
C -1.562 2.271 -1.855
C -0.498 1.203 -1.941
C 0.099 1.261 -3.362
N -1.027 -0.099 -1.529
C -0.610 -0.511 -0.203
O -0.544 -1.942 -0.125
H -2.428 2.136 -2.527
H 0.367 1.398 -1.305
H 0.736 2.142 -3.429
H 0.831 0.458 -3.430
H -0.646 1.169 -4.149
H -0.867 -0.907 -2.114
H 0.386 -0.206 0.088
H -1.320 -0.323 0.607
H -1.415 -2.330 -0.309
H -3.212 -2.186 1.009
H -3.317 -3.680 0.573
O -3.179 -2.792 0.245
H -0.891 -1.053 5.004
H -0.324 -0.620 3.629
O -0.861 -1.295 4.079
H 0.362 3.656 -0.310
H 0.375 3.459 1.197
O 0.962 3.424 0.418
H -0.157 1.311 2.678
H 1.207 1.037 2.119
O 0.635 0.768 2.877
H -2.865 0.993 0.424
H -3.314 0.443 1.784
O -3.108 1.260 1.315
H 2.056 -2.750 -2.457
H 0.850 -3.588 -1.882
O 1.158 -2.714 -2.122
H -0.279 -1.479 -4.106
H 1.082 -1.729 -4.772
O 0.158 -1.573 -4.952
H 3.384 -0.013 3.261
H 3.682 0.409 1.819
O 3.856 -0.292 2.471
H 1.910 -1.968 0.355
H 3.320 -1.782 1.131
O 2.841 -1.733 0.297
H -1.694 2.513 1.723
H -1.334 3.156 3.102
O -0.964 2.877 2.262
H 2.367 0.444 0.156
H 1.924 1.873 0.248
O 2.360 1.172 0.794
H 3.986 -0.420 -2.309
H 2.710 -1.154 -1.891
O 3.028 -0.396 -2.396
H -3.577 -1.161 3.387
H -2.190 -1.776 2.990
O -3.112 -1.690 2.739

***

96
Properties=species:S:1:pos:R:3 method="wB97M-V/def2-TZVPD" lumo_ev=0.57 smiles=CC(C)O.CC(C)O.CC(C)O.CC(C)O.CC(C)O.CC(C)O.CC(C)O.CC(C)O e_tot_ev=-42305.3576 homo_energy_ev=-9.26 gap_ev=9.82
C 2.487 -0.429 5.355
C 2.101 -0.353 6.839
C 2.391 0.972 7.531
O 0.700 -0.592 6.978
H 3.518 -0.106 5.188
H 1.803 0.054 4.661
H 2.501 -1.496 5.111
H 2.661 -1.153 7.339
H 1.760 1.732 7.073
H 3.441 1.219 7.356
H 2.266 0.874 8.606
H 0.508 -1.483 6.668
C 1.590 4.189 1.794
C 2.010 3.053 2.698
C 2.533 3.486 4.052
O 0.830 2.236 2.896
H 0.897 4.850 2.333
H 1.018 3.881 0.921
H 2.382 4.893 1.523
H 2.791 2.445 2.231
H 3.474 4.026 3.928
H 2.580 2.625 4.717
H 1.889 4.238 4.525
H 0.524 2.352 3.800
C -4.042 0.157 1.790
C -5.524 -0.144 1.847
C -6.155 0.581 3.020
O -6.098 0.238 0.589
H -3.457 -0.505 1.151
H -3.635 -0.001 2.791
H -3.868 1.179 1.456
H -5.731 -1.207 2.037
H -6.096 1.668 2.862
H -5.692 0.326 3.969
H -7.245 0.495 3.107
H -6.988 -0.132 0.560
C -2.105 -2.859 -3.078
C -1.020 -3.941 -2.916
C -1.567 -5.348 -2.924
O -0.098 -3.861 -3.982
H -1.728 -1.868 -2.820
H -2.918 -3.050 -2.372
H -2.445 -2.868 -4.112
H -0.476 -3.793 -1.973
H -1.985 -5.603 -3.896
H -2.296 -5.516 -2.127
H -0.767 -6.040 -2.650
H 0.400 -3.021 -4.015
C 0.662 -1.390 -0.607
C 0.721 -0.045 0.085
C -0.638 0.635 0.159
O 1.215 -0.230 1.408
H 1.623 -1.884 -0.745
H 0.156 -1.296 -1.567
H 0.068 -2.105 -0.027
H 1.433 0.617 -0.437
H -0.666 1.621 0.606
H -1.243 -0.132 0.653
H -1.079 0.700 -0.846
H 1.152 0.568 1.950
C -5.490 1.377 -2.567
C -4.279 1.914 -1.801
C -3.484 2.912 -2.626
O -4.721 2.564 -0.607
H -6.297 1.070 -1.911
H -5.197 0.511 -3.173
H -5.921 2.074 -3.292
H -3.615 1.084 -1.533
H -2.466 3.000 -2.233
H -3.876 3.925 -2.538
H -3.417 2.575 -3.659
H -5.219 1.943 -0.053
C 1.583 0.814 -3.795
C 1.387 -0.441 -4.627
C 2.267 -0.469 -5.866
O 1.540 -1.619 -3.835
H 1.216 0.661 -2.781
H 1.123 1.659 -4.303
H 2.662 0.959 -3.675
H 0.355 -0.437 -4.996
H 2.044 -1.398 -6.394
H 3.336 -0.414 -5.657
H 2.017 0.360 -6.532
H 2.479 -1.712 -3.588
C 5.981 -2.417 -1.522
C 4.716 -1.638 -1.875
C 4.644 -0.187 -1.361
O 4.432 -1.673 -3.280
H 6.438 -1.980 -0.623
H 6.732 -2.328 -2.303
H 5.784 -3.423 -1.155
H 3.845 -2.134 -1.443
H 3.588 0.071 -1.330
H 5.200 0.484 -2.020
H 5.075 -0.081 -0.366
H 5.017 -1.068 -3.750

***

16
Properties=species:S:1:pos:R:3 method="wB97M-V/def2-TZVPD" lumo_ev=1.07 smiles="CC1C=C1.CO" e_tot_ev=-7391.3732 homo_energy_ev=-9.53 gap_ev=10.59
C -0.654 0.591 -1.937
C 0.518 1.063 1.664
C 0.608 -0.402 1.355
C -0.588 -1.241 0.913
C 1.207 0.768 0.611
O 0.658 0.076 -2.036
H -1.408 -0.171 -2.176
H -0.733 1.407 -2.658
H -0.871 0.999 -0.940
H 0.161 1.819 2.346
H 1.301 -1.004 1.952
H -0.274 -2.150 0.381
H -1.145 -1.575 1.797
H -1.298 -0.704 0.276
H 1.808 1.080 -0.229
H 0.756 -0.606 -1.359

***

40
Properties=species:S:1:pos:R:3 method="wB97M-V/def2-TZVPD" spin_multiplicity=5 lumo_ev="4.46 / 3.57" total_charge=-2 e_tot_ev=-111833.2466 homo_energy_ev="-0.16 / -2.44" gap_ev="4.62 / 6.01"
Rh 0.698 -0.361 -0.467
C 0.122 1.951 -4.378
O 0.231 3.226 -3.745
C -0.443 3.373 -2.557
C -1.182 4.527 -2.394
C -1.848 4.767 -1.175
C -1.809 3.841 -0.176
C -1.081 2.602 -0.304
C -1.181 1.714 0.739
N -0.625 0.414 0.821
N -0.966 -0.225 1.902
C -0.464 -1.480 2.005
O 0.255 -2.047 1.149
C -0.817 -2.200 3.258
C -0.350 -3.503 3.428
C -0.650 -4.214 4.580
C -1.419 -3.633 5.580
C -1.886 -2.334 5.417
C -1.589 -1.621 4.266
C -0.292 2.411 -1.522
O 0.538 1.443 -1.698
H 0.288 2.130 -5.441
H -0.878 1.532 -4.232
H 0.852 1.246 -3.990
H -1.230 5.231 -3.215
H -2.411 5.684 -1.044
H -2.346 4.010 0.750
H -1.769 1.969 1.611
H 0.248 -3.935 2.637
H -0.281 -5.226 4.699
H -1.653 -4.188 6.481
H -2.486 -1.873 6.193
H -1.946 -0.611 4.127
Se 4.203 -2.459 -3.400
C 2.934 -1.691 -2.365
N 2.123 -1.199 -1.704
S -2.891 -2.284 -3.047
C -1.670 -1.646 -2.173
N -0.802 -1.186 -1.549
F 2.074 0.279 0.688